ORCA calculation (ωB97M-V with the def2-TZVPD basis set) on an isolated molecule of C4H5N3 in a non-equilibrium geometry.

```
12
Properties=species:S:1:pos:R:3:forces:R:3
C -1.880390 -0.581935 0.027578 -0.712 0.104 -0.082
C -0.484092 -0.904916 -0.007775 1.803 3.306 0.489
C 0.051140 0.627270 0.126834 -2.881 -1.593 -1.478
C 1.438977 0.977013 0.004924 -0.005 1.870 1.281
N -2.178401 0.646730 0.102776 0.004 -0.252 0.348
N -0.977565 1.400720 0.291255 2.240 -0.449 -0.290
N 0.051762 -2.027396 -0.091439 1.468 -1.113 -1.107
H -2.571994 -1.288954 -0.265113 -1.740 -1.374 -0.112
H 1.545457 2.000441 0.342439 0.246 0.286 0.078
H 2.001331 0.877759 -0.882405 -0.166 -0.349 -1.555
H 1.913861 0.358546 0.690983 1.394 -1.070 1.505
H 1.089919 -2.085274 -0.340058 -1.651 0.635 0.923
```
Forces are in eV/Å.

Summary:
molar mass = 95.10 g mol⁻¹
net charge = 0
2S+1 = 1
SMILES = [H]/N=C1/C=NN=C1C
HOMO level = -9.71 eV
DFT total energy = -8696.453 eV
relative energy (zero: lowest compared OMol25 entry of this formula, charge and spin) = 77.5 kcal/mol